1.
73
Properties=species:S:1:pos:R:3 method="wB97M-V/def2-TZVPD" total_charge=-1 homo_lumo_gap_ha=0.2459 homo_energy_ev=-4.8
C 3.82 0.49 4.81
C 3.78 0.03 3.36
N 3.40 1.11 2.47
B 3.05 0.85 0.99
P 4.23 2.04 -0.13
O 5.30 1.47 -1.04
O 1.65 1.27 0.68
C 0.94 0.05 0.67
C -0.41 0.15 0.00
C -1.31 -1.04 0.31
O -2.49 -0.57 0.97
C -3.44 -1.58 1.09
C -4.58 -1.10 1.97
F -4.30 -1.31 3.28
F -5.70 -1.83 1.68
C -5.00 0.39 1.88
F -6.05 0.58 2.73
F -4.00 1.19 2.29
C -5.52 0.89 0.49
F -6.72 0.30 0.26
F -4.68 0.51 -0.50
C -5.71 2.41 0.46
F -6.46 2.71 -0.64
F -4.52 3.02 0.32
C 1.94 -0.89 -0.04
F 1.98 -0.38 -1.38
B 1.56 -2.45 -0.25
O 1.15 -2.85 -1.52
N 1.64 -3.43 0.78
C 0.78 -4.60 0.64
C 1.88 -3.04 2.17
O 3.12 -0.58 0.58
H 4.69 1.13 5.01
H 2.91 1.06 5.05
H 3.85 -0.36 5.50
H 3.11 -0.84 3.29
H 4.78 -0.32 3.07
H 2.62 1.62 2.86
H 4.78 2.99 0.77
H 3.36 2.91 -0.85
H 0.82 -0.29 1.71
H -0.24 0.23 -1.08
H -0.90 1.07 0.33
H -1.59 -1.56 -0.60
H -0.80 -1.76 0.97
H -3.03 -2.48 1.57
H -3.86 -1.88 0.12
H -6.22 2.78 1.35
H 0.20 -2.83 -1.72
H 0.87 -5.01 -0.36
H -0.28 -4.37 0.82
H 1.08 -5.37 1.36
H 2.94 -2.81 2.32
H 1.62 -3.86 2.83
H 1.30 -2.17 2.47
C 6.49 1.78 -3.74
C 7.48 2.48 -4.54
N 8.26 3.04 -5.18
H 6.53 0.71 -3.96
H 6.65 1.91 -2.67
H 5.49 2.15 -3.97
C -1.05 0.16 -3.87
C -1.22 -1.18 -3.34
N -1.36 -2.22 -2.85
H -1.43 0.21 -4.89
H -1.59 0.87 -3.25
H 0.01 0.42 -3.87
C -4.69 2.96 -3.10
C -3.43 3.06 -3.83
N -2.43 3.14 -4.38
H -4.93 1.91 -2.92
H -4.60 3.47 -2.14
H -5.49 3.42 -3.67


2.
67
Properties=species:S:1:pos:R:3 method="wB97M-V/def2-TZVPD" total_charge=+1 homo_lumo_gap_ha=0.2882 homo_energy_ev=-12.0
C -5.96 -1.47 0.57
C -5.10 -1.30 1.83
C -4.50 0.10 2.00
O -3.08 0.03 2.33
C -2.23 0.03 1.33
C -0.87 0.19 1.64
C 0.08 0.22 0.65
C 1.54 0.38 0.90
N 1.93 0.21 2.28
C 3.24 0.84 2.60
C -0.41 0.08 -0.69
C 0.53 0.11 -1.85
C 0.99 -1.30 -2.16
O 0.96 -2.16 -1.37
Br 1.60 -1.62 -3.94
N -1.71 -0.10 -0.86
C -2.27 -0.24 -2.21
C -2.50 1.12 -2.87
O -3.28 1.17 -3.77
N -1.81 2.24 -2.35
C -2.75 3.16 -1.67
C -0.99 2.91 -3.39
N -2.64 -0.14 0.09
H -6.25 -0.52 0.12
H -6.87 -1.99 0.83
H -5.47 -2.10 -0.16
H -5.71 -1.52 2.70
H -4.29 -2.03 1.85
H -4.68 0.75 1.16
H -4.94 0.57 2.87
H -0.60 0.29 2.68
H 1.91 1.33 0.49
H 2.04 -0.41 0.33
H 1.25 0.62 2.90
H 3.78 1.07 1.69
H 3.83 0.17 3.21
H 3.09 1.75 3.18
H 1.38 0.72 -1.55
H 0.11 0.58 -2.72
H -1.68 -0.92 -2.82
H -3.25 -0.69 -2.11
H -3.59 2.62 -1.25
H -2.22 3.62 -0.84
H -3.11 3.96 -2.31
H 0.05 2.94 -3.06
H -1.36 3.91 -3.58
H -1.01 2.33 -4.30
C 4.53 -1.85 -1.17
Cl 6.02 -1.46 -2.02
Cl 4.66 -1.56 0.57
H 3.74 -1.22 -1.56
H 4.30 -2.90 -1.33
C 6.27 -5.97 -0.30
Cl 4.61 -5.58 -0.76
Cl 7.09 -4.61 0.48
H 6.24 -6.80 0.40
H 6.82 -6.24 -1.19
C 7.68 -3.03 4.23
Cl 7.86 -1.80 5.48
Cl 6.49 -2.56 3.00
H 8.63 -3.17 3.74
H 7.35 -3.95 4.69
C -5.21 6.26 -0.45
Cl -5.30 6.06 -2.20
Cl -3.54 6.26 0.14
H -5.68 7.20 -0.17
H -5.74 5.43 0.02


3.
58
Properties=species:S:1:pos:R:3 method="wB97M-V/def2-TZVPD" total_charge=+2 homo_lumo_gap_ha="0.3314 / 0.2913" spin_multiplicity=4 homo_energy_ev="-14.9 / -14.5" e_above_lowest_kj_mol=24.2
Re 0.36 0.05 -0.11
C 0.15 -3.21 0.82
C 0.52 -3.22 -0.65
O -0.05 -2.05 -1.24
C 0.16 -1.91 -2.65
C 1.60 -1.53 -2.97
O 1.99 -0.49 -2.07
C 3.38 -0.44 -1.78
C 3.55 0.11 -0.37
O 2.54 -0.41 0.51
C 2.86 -1.59 1.24
C 1.69 -1.87 2.16
O 0.46 -1.96 1.44
H 0.65 -4.03 1.33
H -0.93 -3.34 0.92
H 0.10 -4.11 -1.12
H 1.60 -3.23 -0.79
H -0.53 -1.13 -2.98
H -0.10 -2.84 -3.16
H 1.66 -1.18 -4.01
H 2.26 -2.39 -2.86
H 3.89 0.23 -2.48
H 3.82 -1.43 -1.87
H 3.43 1.19 -0.35
H 4.54 -0.15 0.01
H 3.76 -1.42 1.84
H 3.04 -2.43 0.56
H 1.57 -1.03 2.85
H 1.87 -2.78 2.74
C -4.90 -0.88 0.92
C -3.93 -0.22 -0.01
C -4.36 0.51 -1.12
C -3.44 1.12 -1.95
C -2.10 1.00 -1.65
Br -0.80 1.80 -2.76
N -1.65 0.30 -0.60
C -2.57 -0.30 0.19
H -5.53 -0.12 1.39
H -4.39 -1.44 1.70
H -5.57 -1.55 0.38
H -5.42 0.60 -1.32
H -3.74 1.70 -2.81
H -2.18 -0.86 1.04
C -0.25 4.24 0.59
C 0.06 2.90 1.27
C 1.17 3.13 2.33
C -1.18 2.34 1.96
C 0.66 1.95 0.29
H -0.66 4.93 1.33
H -0.99 4.12 -0.21
H 0.65 4.69 0.17
H 0.81 3.86 3.05
H 2.08 3.53 1.87
H 1.41 2.20 2.85
H -1.47 2.98 2.80
H -0.99 1.34 2.36
H -2.03 2.30 1.27
H 1.44 2.46 -0.30


4.
54
Properties=species:S:1:pos:R:3 method="wB97M-V/def2-TZVPD" homo_lumo_gap_ha=0.2700 homo_energy_ev=-6.9
C 3.13 -3.66 -1.14
C 3.45 -2.93 0.03
C 2.58 -1.86 0.37
C 1.49 -1.67 -0.41
C 1.18 -2.32 -1.60
C 2.03 -3.39 -1.95
C 2.92 -0.97 1.58
C 2.70 0.57 1.42
N 3.83 1.29 0.86
Ca 0.04 0.01 0.29
C 0.05 -1.80 -2.51
P 0.00 0.04 -2.45
H 4.32 -3.10 0.66
H 1.81 -3.93 -2.89
H 3.80 -4.48 -1.40
H -0.95 -2.16 -2.19
H 0.20 -2.12 -3.55
H 2.37 -1.27 2.50
H 3.99 -1.10 1.81
H 1.88 0.88 0.72
C -1.42 0.62 -3.45
C 1.53 0.53 -3.33
H 2.42 1.01 2.40
C 4.10 1.02 -0.54
C 3.74 2.72 1.15
H -1.63 1.23 0.09
H 5.01 1.58 -0.81
H 4.26 -0.05 -0.71
H 3.31 1.36 -1.23
H 4.67 3.19 0.84
H 2.89 3.22 0.64
H 3.61 2.84 2.24
H 1.47 0.21 -4.38
H 1.62 1.63 -3.25
H 2.41 0.09 -2.84
H -1.30 0.24 -4.48
H -2.34 0.25 -2.96
H -1.40 1.73 -3.40
H -0.72 1.87 0.34
C -5.39 0.94 0.90
C -4.45 0.53 2.04
C -4.31 1.63 3.10
C -4.82 -0.83 2.64
C -3.18 0.32 1.51
C -2.09 0.18 0.94
H -6.39 1.07 1.32
H -5.40 0.17 0.12
H -5.05 1.88 0.44
H -5.28 1.77 3.57
H -3.57 1.33 3.86
H -3.97 2.57 2.64
H -4.83 -1.59 1.85
H -4.09 -1.11 3.40
H -5.81 -0.73 3.09